Record 1
A molecular structure, C33H26CoF10N4O2S3. Source: OMol25; level of theory: ωB97M-V/def2-TZVPD.

```
! RIJCOSX wB97M-V def2-TZVPD def2/J DEFGRID3
* xyz -1 5
Co -0.375 -0.063 -0.030
C 1.896 1.653 -1.144
N 1.737 0.356 -0.494
C 2.360 0.361 0.821
C 1.463 1.145 1.799
N 0.130 1.347 1.223
C -0.636 2.242 1.932
C -0.904 2.144 3.306
F -0.417 1.111 4.004
C -1.674 3.066 3.990
F -1.899 2.921 5.300
C -2.241 4.135 3.320
F -3.001 5.019 3.977
C -2.011 4.273 1.965
F -2.537 5.311 1.307
C -1.212 3.357 1.305
F -0.980 3.572 0.003
C 2.070 -0.761 -1.363
C 1.030 -0.832 -2.468
N -0.317 -0.880 -1.888
C -1.330 -1.139 -2.745
C -2.551 -1.973 -2.250
F -4.065 -2.359 -0.455
C -3.745 -1.772 -3.159
F -4.986 -2.056 -2.707
C -3.612 -1.479 -4.464
F -4.668 -1.502 -5.294
C -2.361 -1.093 -4.975
F -2.232 -0.848 -6.290
C -1.300 -0.881 -4.112
F -0.226 -0.276 -4.688
H 2.941 1.808 -1.453
H 1.603 2.435 -0.450
H 1.254 1.731 -2.019
H 3.365 0.808 0.776
H 2.444 -0.668 1.153
H 1.905 2.130 2.006
H 1.440 0.596 2.742
H 2.042 -1.657 -0.751
H 3.075 -0.660 -1.805
H 1.200 -1.734 -3.066
H 1.178 0.014 -3.142
N -2.156 -3.387 -2.352
C -2.949 -1.608 -0.781
O -1.883 -2.032 0.024
C -3.321 -0.135 -0.652
C -2.195 0.778 -0.201
H -1.332 -3.528 -1.774
H -2.896 -3.964 -1.960
H -4.160 -0.075 0.043
H -3.696 0.169 -1.631
H -2.410 1.181 0.781
H -1.998 1.593 -0.896
O 0.343 -1.552 1.183
C -0.413 -2.538 1.756
C -0.178 -2.548 3.263
C -0.915 -2.970 4.328
C -0.213 -2.864 5.563
C 1.041 -2.363 5.405
S 1.378 -2.015 3.762
C -1.958 -2.309 1.435
C -2.595 -1.218 2.231
C -3.781 -1.551 2.824
C -4.150 -2.884 2.657
S -2.977 -3.809 1.800
C 0.014 -3.913 1.228
C -0.068 -5.148 1.800
C 0.457 -6.180 0.974
C 0.945 -5.702 -0.202
S 0.776 -4.001 -0.309
H -1.922 -3.348 4.245
H -0.636 -3.130 6.522
H 1.773 -2.159 6.169
H -2.088 -0.269 2.313
H -4.376 -0.854 3.399
H -5.043 -3.355 3.032
H -0.484 -5.307 2.783
H 0.478 -7.225 1.251
H 1.398 -6.259 -1.005
*
```

The HOMO energy (alpha / beta) is -3.466 / -5.090 eV. The lowest unoccupied orbital energy (alpha / beta) is 2.022 / 1.959 eV.


Record 2
A molecular structure, C33H26IN7O3Pb. Source: OMol25; level of theory: ωB97M-V/def2-TZVPD.

```
! RIJCOSX wB97M-V def2-TZVPD def2/J DEFGRID3
* xyz -2 1
Pb -0.704 0.838 -1.513
O -4.911 -0.099 -2.928
C -3.802 -0.055 -2.371
N -3.012 0.999 -2.158
C -3.443 2.306 -2.460
C -4.786 2.690 -2.401
C -5.171 4.007 -2.600
C -4.211 4.972 -2.867
C -2.873 4.612 -2.941
C -2.461 3.289 -2.747
N -1.104 2.894 -2.751
C -0.207 3.554 -3.487
O -0.381 4.511 -4.263
C 1.232 3.055 -3.374
C 2.182 3.566 -4.254
C 3.488 3.122 -4.160
C 3.811 2.179 -3.192
C 2.807 1.715 -2.357
N 1.546 2.150 -2.449
C -3.263 -1.394 -1.862
C -3.938 -2.557 -2.222
C -3.474 -3.774 -1.755
C -2.353 -3.799 -0.935
C -1.739 -2.596 -0.629
N -2.183 -1.424 -1.084
H -5.525 1.935 -2.183
H -6.221 4.274 -2.545
H -4.497 6.007 -3.018
H -2.124 5.358 -3.149
H 1.860 4.300 -4.980
H 4.248 3.501 -4.834
H 4.822 1.805 -3.085
H 2.987 0.965 -1.592
H -4.811 -2.459 -2.852
H -3.978 -4.695 -2.026
H -1.964 -4.727 -0.535
H -0.861 -2.563 0.008
N 1.404 -0.859 0.647
C 2.634 -0.487 0.302
N 3.527 -0.300 1.323
C 3.318 -0.428 2.764
C 3.781 0.847 3.442
O 5.148 1.132 3.157
C 5.346 1.269 1.756
C 4.897 0.031 1.001
H 3.894 -1.277 3.154
H 2.269 -0.599 2.981
H 3.705 0.769 4.527
H 3.154 1.678 3.097
H 6.415 1.438 1.614
H 4.791 2.141 1.387
H 5.559 -0.804 1.270
H 4.961 0.196 -0.074
I -2.670 3.007 1.120
C -0.952 1.800 0.626
H -0.973 0.991 1.359
H -0.097 2.440 0.845
N -1.311 -7.388 6.625
C -1.046 -6.511 5.924
C -0.711 -5.426 5.049
C 0.436 -5.488 4.246
C 0.751 -4.460 3.388
C -0.069 -3.306 3.274
C -1.215 -3.262 4.102
C -1.526 -4.294 4.959
C 0.262 -2.279 2.375
C 0.874 -1.546 1.590
H 1.077 -6.357 4.312
H 1.641 -4.510 2.777
H -1.853 -2.389 4.048
H -2.409 -4.233 5.584
*
```

The HOMO energy is -1.980 eV. The lowest unoccupied orbital energy is 4.176 eV.


Record 3
A molecular structure, C33H26N5O3Pd. Source: OMol25; level of theory: ωB97M-V/def2-TZVPD.

```
! RIJCOSX wB97M-V def2-TZVPD def2/J DEFGRID3
* xyz -1 1
Pd 0.304 1.647 -0.606
O 0.581 5.731 -1.262
C 0.779 4.505 -1.227
N 0.293 3.665 -0.319
C -0.499 4.329 0.702
C -0.978 3.404 1.793
C -2.236 3.584 2.358
C -2.663 2.717 3.348
C -1.820 1.690 3.745
C -0.579 1.592 3.133
N -0.159 2.429 2.191
C 1.735 3.921 -2.259
C 2.479 4.813 -3.026
C 3.383 4.319 -3.947
C 3.508 2.944 -4.092
C 2.721 2.130 -3.296
N 1.861 2.600 -2.400
H -1.362 4.839 0.259
H 0.099 5.127 1.159
H -2.882 4.372 1.990
H -3.648 2.824 3.784
H -2.122 0.969 4.494
H 0.106 0.789 3.386
H 2.318 5.870 -2.873
H 3.982 4.993 -4.547
H 4.197 2.510 -4.804
H 2.769 1.050 -3.383
C -4.461 1.424 -0.175
C -3.658 0.490 0.466
C -2.277 0.540 0.330
C -1.658 1.528 -0.437
C -2.476 2.459 -1.077
C -3.859 2.404 -0.952
H -5.539 1.387 -0.072
H -4.105 -0.284 1.080
H -1.674 -0.196 0.851
H -2.035 3.241 -1.684
H -4.467 3.140 -1.467
O -0.766 -0.800 -2.799
C -0.283 -1.171 -1.752
N -0.333 -2.485 -1.302
C 0.521 -2.687 -0.159
C 0.892 -1.202 0.149
O 1.521 -0.861 1.139
N 0.384 -0.408 -0.811
C -0.218 -3.303 1.028
C 0.386 -3.372 2.282
C -0.283 -3.939 3.354
C -1.562 -4.456 3.193
C -2.168 -4.389 1.949
C -1.502 -3.813 0.875
C 1.764 -3.525 -0.480
C 2.976 -3.311 0.173
C 4.077 -4.108 -0.104
C 3.990 -5.136 -1.031
C 2.786 -5.359 -1.682
C 1.687 -4.560 -1.408
H -0.527 -3.194 -1.987
H 1.372 -2.953 2.420
H 0.197 -3.973 4.325
H -2.083 -4.898 4.033
H -3.170 -4.777 1.811
H -1.996 -3.731 -0.083
H 3.056 -2.497 0.880
H 5.014 -3.916 0.405
H 4.851 -5.755 -1.247
H 2.699 -6.157 -2.409
H 0.759 -4.762 -1.928
*
```

The HOMO energy is -4.734 eV. The lowest unoccupied orbital energy is 2.675 eV.


Record 4
A molecular structure, C33H26N7O3Sn. Source: OMol25; level of theory: ωB97M-V/def2-TZVPD.

```
! RIJCOSX wB97M-V def2-TZVPD def2/J DEFGRID3
* xyz 1 1
Sn -0.049 -1.460 1.218
O 2.303 4.087 -4.163
C 2.963 3.609 -3.086
O 3.767 4.283 -2.515
C 2.620 2.204 -2.659
C 2.825 1.910 -1.327
C 2.358 0.645 -0.683
C 1.791 -0.413 -1.640
C 2.096 -0.156 -3.130
C 2.181 1.250 -3.567
N 0.475 -0.816 -1.204
C -0.539 -0.692 -1.943
C -1.847 -1.197 -1.481
C -2.946 -1.165 -2.321
C -4.141 -1.719 -1.887
C -4.190 -2.295 -0.629
C -3.052 -2.266 0.159
N -1.907 -1.723 -0.248
H 1.627 3.463 -4.451
H 3.253 2.659 -0.677
H 1.610 0.918 0.067
H 1.470 -0.770 -3.777
H 2.080 1.477 -4.621
H -0.499 -0.251 -2.940
H -2.858 -0.717 -3.301
H -5.015 -1.709 -2.525
H -5.092 -2.756 -0.253
H -3.061 -2.682 1.159
O -0.304 0.566 1.157
C -1.449 1.195 0.898
C -1.473 2.205 -0.070
C -2.643 2.881 -0.358
C -3.827 2.571 0.306
C -3.815 1.586 1.274
C -2.639 0.900 1.588
C -2.623 -0.109 2.639
N -1.814 -1.158 2.705
C -2.145 -1.864 3.845
C -3.167 -1.232 4.473
N -3.457 -0.131 3.699
H -0.543 2.453 -0.568
H -2.637 3.663 -1.107
H -4.743 3.095 0.072
H -4.737 1.332 1.784
H -1.620 -2.757 4.136
H -3.692 -1.451 5.384
H -4.126 0.588 3.921
C 3.445 -3.126 -3.972
C 3.867 -1.865 -3.993
C 3.464 -0.913 -2.922
C 2.889 -1.523 -1.597
C 2.415 -2.932 -1.751
C 2.651 -3.644 -2.852
N 3.673 -1.338 -0.409
N 3.447 -0.094 -0.001
C 4.024 0.383 1.180
C 5.049 -0.327 1.807
C 5.557 0.204 2.975
C 5.041 1.398 3.469
C 4.025 2.014 2.762
N 3.513 1.521 1.633
H 3.721 -3.813 -4.761
H 4.508 -1.504 -4.789
H 4.251 -0.194 -2.692
H 1.903 -3.374 -0.904
H 2.301 -4.668 -2.909
H 5.414 -1.248 1.379
H 6.355 -0.306 3.497
H 5.421 1.844 4.377
H 3.596 2.947 3.108
*
```

The HOMO energy (alpha / beta) is -10.123 / -9.406 eV. The lowest unoccupied orbital energy (alpha / beta) is -3.690 / -3.669 eV.


Record 5
A molecular structure, C33H27Cl2IN4O3Rh. Source: OMol25; level of theory: ωB97M-V/def2-TZVPD.

```
! RIJCOSX wB97M-V def2-TZVPD def2/J DEFGRID3
* xyz -1 1
Rh -0.351 -0.161 -0.177
C 0.251 1.740 3.776
C -0.964 0.854 3.742
C -2.001 1.125 4.630
C -3.140 0.341 4.667
C -3.233 -0.742 3.809
C -2.218 -1.045 2.908
C -2.361 -2.257 2.031
C -1.080 -0.228 2.857
N -0.093 -0.443 1.851
C 1.185 -0.593 2.208
O 1.670 -0.788 3.323
C 2.145 -0.394 1.035
C 3.518 -0.305 1.148
C 4.256 0.010 0.010
C 3.618 0.242 -1.202
C 2.239 0.131 -1.249
N 1.576 -0.198 -0.145
C 1.374 0.367 -2.482
O 1.934 0.614 -3.553
N 0.071 0.263 -2.212
C -0.877 0.338 -3.281
C -1.040 -0.727 -4.183
C -0.084 -1.891 -4.243
C -2.092 -0.689 -5.091
C -2.970 0.381 -5.139
C -2.747 1.464 -4.310
C -1.689 1.471 -3.406
C -1.404 2.746 -2.657
H 0.009 2.698 4.238
H 0.638 1.926 2.774
H 1.054 1.266 4.343
H -1.905 1.974 5.299
H -3.940 0.565 5.361
H -4.110 -1.378 3.832
H -3.219 -2.849 2.353
H -1.466 -2.878 2.076
H -2.516 -1.967 0.994
H 3.967 -0.474 2.118
H 5.335 0.085 0.070
H 4.149 0.513 -2.104
H -0.314 -2.657 -3.503
H 0.944 -1.562 -4.096
H -0.152 -2.362 -5.225
H -2.220 -1.523 -5.772
H -3.801 0.380 -5.833
H -3.390 2.336 -4.370
H -1.056 3.505 -3.362
H -0.625 2.607 -1.917
H -2.299 3.135 -2.166
Cl -4.117 5.389 1.656
C -3.582 3.793 1.166
C -4.496 2.791 1.023
C -4.112 1.509 0.607
I -5.539 0.014 0.392
C -2.788 1.188 0.318
O -2.404 0.043 -0.114
C -1.830 2.255 0.525
N -0.530 1.943 0.278
C 0.391 2.860 0.355
C 0.094 4.190 0.719
C -1.189 4.528 1.009
C -2.216 3.556 0.916
H -5.537 3.001 1.234
H 1.408 2.548 0.135
H 0.889 4.921 0.776
H -1.437 5.538 1.307
Cl 0.660 -3.253 0.428
C -0.313 -2.142 -0.643
H -1.316 -2.562 -0.689
H 0.175 -2.251 -1.603
*
```

The HOMO energy is -5.040 eV. The lowest unoccupied orbital energy is 2.230 eV.


Record 6
A molecular structure, C33H27F3N2O2P2PtS2 at a distorted geometry. Source: OMol25; level of theory: ωB97M-V/def2-TZVPD.

```
! RIJCOSX wB97M-V def2-TZVPD def2/J DEFGRID3
* xyz 2 1
Pt 0.943 0.044 0.200
C -3.639 -0.530 0.365
N -2.165 -0.595 0.252
P -1.256 -2.030 0.652
C 0.024 -1.944 -0.694
C -0.133 -1.203 -1.900
C 0.778 -1.363 -2.931
C 1.827 -2.274 -2.796
C 2.000 -2.992 -1.619
C 1.127 -2.813 -0.556
C -2.339 -3.364 0.091
C -2.776 -4.300 1.021
C -3.650 -5.306 0.625
C -4.081 -5.372 -0.690
C -3.628 -4.448 -1.628
C -2.758 -3.444 -1.243
P -1.291 0.801 0.434
C -1.945 2.010 -0.698
C -1.302 2.242 -1.919
C -1.789 3.209 -2.780
C -2.908 3.950 -2.418
C -3.541 3.726 -1.202
C -3.059 2.766 -0.328
C -1.581 1.380 2.103
C -2.029 0.520 3.103
C -2.192 1.001 4.393
C -1.882 2.322 4.692
C -1.405 3.172 3.703
C -1.253 2.705 2.408
H -4.080 -0.226 -0.585
H -3.948 0.175 1.136
H -4.029 -1.514 0.616
H -1.025 -0.606 -2.049
H 0.658 -0.805 -3.851
H 2.528 -2.406 -3.609
H 2.840 -3.665 -1.516
H 1.265 -3.365 0.366
H -2.434 -4.250 2.048
H -3.990 -6.036 1.348
H -4.768 -6.151 -0.993
H -3.953 -4.510 -2.658
H -2.405 -2.724 -1.973
H -0.408 1.685 -2.181
H -1.289 3.403 -3.719
H -3.274 4.727 -3.077
H -4.402 4.316 -0.919
H -3.534 2.618 0.634
H -2.238 -0.519 2.886
H -2.553 0.343 5.172
H -2.005 2.683 5.704
H -1.144 4.195 3.940
H -0.873 3.365 1.636
O 4.083 -1.581 0.006
S 4.237 -0.615 -1.037
O 4.465 -1.047 -2.376
N 2.819 0.376 -0.955
C 3.140 1.547 -0.491
S 1.810 2.392 0.181
C 4.560 1.870 -0.428
C 5.174 3.089 -0.192
C 6.562 3.123 -0.176
C 7.310 1.965 -0.376
C 6.696 0.738 -0.625
C 5.321 0.722 -0.637
H 4.590 3.992 -0.060
H 7.072 4.061 -0.007
H 8.390 2.016 -0.333
H 7.278 -0.160 -0.783
F 3.006 0.163 2.049
C 1.750 -0.219 2.040
F 1.063 0.468 2.927
F 1.636 -1.507 2.278
*
```

The HOMO energy is -13.860 eV. The lowest unoccupied orbital energy is -8.350 eV.


Please write out number 6 again, unchanged.
A molecular structure, C33H27F3N2O2P2PtS2 at a distorted geometry. Source: OMol25; level of theory: ωB97M-V/def2-TZVPD.

```
! RIJCOSX wB97M-V def2-TZVPD def2/J DEFGRID3
* xyz 2 1
Pt 0.943 0.044 0.200
C -3.639 -0.530 0.365
N -2.165 -0.595 0.252
P -1.256 -2.030 0.652
C 0.024 -1.944 -0.694
C -0.133 -1.203 -1.900
C 0.778 -1.363 -2.931
C 1.827 -2.274 -2.796
C 2.000 -2.992 -1.619
C 1.127 -2.813 -0.556
C -2.339 -3.364 0.091
C -2.776 -4.300 1.021
C -3.650 -5.306 0.625
C -4.081 -5.372 -0.690
C -3.628 -4.448 -1.628
C -2.758 -3.444 -1.243
P -1.291 0.801 0.434
C -1.945 2.010 -0.698
C -1.302 2.242 -1.919
C -1.789 3.209 -2.780
C -2.908 3.950 -2.418
C -3.541 3.726 -1.202
C -3.059 2.766 -0.328
C -1.581 1.380 2.103
C -2.029 0.520 3.103
C -2.192 1.001 4.393
C -1.882 2.322 4.692
C -1.405 3.172 3.703
C -1.253 2.705 2.408
H -4.080 -0.226 -0.585
H -3.948 0.175 1.136
H -4.029 -1.514 0.616
H -1.025 -0.606 -2.049
H 0.658 -0.805 -3.851
H 2.528 -2.406 -3.609
H 2.840 -3.665 -1.516
H 1.265 -3.365 0.366
H -2.434 -4.250 2.048
H -3.990 -6.036 1.348
H -4.768 -6.151 -0.993
H -3.953 -4.510 -2.658
H -2.405 -2.724 -1.973
H -0.408 1.685 -2.181
H -1.289 3.403 -3.719
H -3.274 4.727 -3.077
H -4.402 4.316 -0.919
H -3.534 2.618 0.634
H -2.238 -0.519 2.886
H -2.553 0.343 5.172
H -2.005 2.683 5.704
H -1.144 4.195 3.940
H -0.873 3.365 1.636
O 4.083 -1.581 0.006
S 4.237 -0.615 -1.037
O 4.465 -1.047 -2.376
N 2.819 0.376 -0.955
C 3.140 1.547 -0.491
S 1.810 2.392 0.181
C 4.560 1.870 -0.428
C 5.174 3.089 -0.192
C 6.562 3.123 -0.176
C 7.310 1.965 -0.376
C 6.696 0.738 -0.625
C 5.321 0.722 -0.637
H 4.590 3.992 -0.060
H 7.072 4.061 -0.007
H 8.390 2.016 -0.333
H 7.278 -0.160 -0.783
F 3.006 0.163 2.049
C 1.750 -0.219 2.040
F 1.063 0.468 2.927
F 1.636 -1.507 2.278
*
```

The HOMO energy is -13.860 eV. The lowest unoccupied orbital energy is -8.350 eV.